(1)
A molecular structure, C22H28AlB2F4NO8P. Source: the OMol25 dataset; level of theory: ωB97M-V/def2-TZVPD.

Summary:
Total energy (eV): -69261.578
HOMO energy (Ha): -0.2418
Charge: -1
Frontier orbital gap (eV): 7.93
LUMO (eV): 1.35

Atoms and positions in Å:
C1 2.37462 -1.42585 6.52830
C2 1.65737 -1.02823 5.26999
O1 0.53740 -1.85520 5.08768
C3 0.05120 -1.83269 3.76016
C4 -0.99728 -2.91451 3.68774
O2 -1.42049 -3.26692 2.37900
C5 -1.54749 -2.23606 1.47050
C6 -2.42215 -1.16938 1.76148
C7 -2.56294 -0.09439 0.88274
B1 -3.51201 1.11719 1.24625
C8 -5.05883 1.07753 1.10436
O3 -2.92059 2.26484 1.71790
C9 -1.79430 -0.13153 -0.29600
C10 -0.94532 -1.22079 -0.60938
C11 -0.81898 -2.32659 0.26528
B2 0.06585 -3.61290 -0.04287
O4 -0.07548 -4.25417 -1.25069
C12 1.04112 -4.28578 0.99022
C13 0.31452 -5.57420 1.46011
C14 -0.17426 -1.04859 -1.88764
O5 0.02061 -1.91091 -2.68774
C15 0.30599 0.32889 -2.09650
C16 1.59210 0.60611 -2.57856
C17 2.03983 1.93410 -2.71757
P1 3.80615 2.17575 -3.18206
O6 3.76479 3.17085 -4.43224
O7 4.07766 0.70161 -3.84984
C18 1.16278 3.00337 -2.39273
C19 1.58466 4.44292 -2.50372
N1 0.44364 5.32788 -2.82614
C20 -0.12756 2.72163 -1.91863
C21 -0.54458 1.39266 -1.76372
C22 -1.85509 1.02492 -1.21149
O8 -2.88526 1.57247 -1.45587
H1 3.31684 -0.89386 6.59878
H2 2.59791 -2.48529 6.52692
H3 1.79853 -1.17313 7.40885
H4 1.34949 0.01604 5.36470
H5 2.34120 -1.06970 4.42097
H6 -0.36184 -0.84685 3.54949
H7 0.87330 -1.98261 3.06224
H8 -1.85983 -2.56678 4.25517
H9 -0.62615 -3.79888 4.18854
H10 -2.97120 -1.20737 2.68993
H11 -5.52542 0.67808 2.00355
H12 -5.43315 2.08664 0.97278
H13 -5.38236 0.47967 0.26174
H14 -2.09162 2.04616 2.15521
H15 0.57137 -3.99695 -1.91332
H16 1.93724 -4.58938 0.45984
H17 1.27557 -3.66406 1.83976
H18 0.73456 -6.43207 0.95072
H19 -0.74454 -5.56104 1.23719
H20 0.43768 -5.73340 2.52467
H21 2.25581 -0.21249 -2.80236
H22 2.91944 3.16652 -4.95368
H23 3.34965 0.41778 -4.42373
H24 2.34680 4.55760 -3.25666
H25 2.01315 4.74616 -1.54777
H26 0.11418 5.75773 -1.97316
H27 0.76168 6.07820 -3.42193
H28 -0.79984 3.51848 -1.66112
F1 -1.10636 4.07518 -5.16803
Al1 -0.09260 4.00723 -6.48865
F2 -0.81700 3.12610 -7.71572
F3 1.36104 3.22822 -6.02718
F4 0.27877 5.55404 -7.02607

Results of the Löwdin charge analysis, in e, for atoms 1 through 5: atom 1 (C): -0.08, atom 2 (C): -0.30, atom 3 (O): -0.13, atom 4 (C): -0.19, atom 5 (C): -0.14

(2)
A molecular structure, C22H28AsClCoN2O4PS. Source: the OMol25 dataset; level of theory: ωB97M-V/def2-TZVPD.

Summary:
Total energy (eV): -165540.473
HOMO energy (alpha / beta) (Ha): -0.4968 / -0.4968
Charge: +2
Frontier orbital gap (alpha / beta) (eV): 6.48 / 6.48
LUMO (alpha / beta) (eV): -7.04 / -7.04

Atoms and positions in Å:
Co1 0.09438 -0.13224 0.58223
Cl1 -5.26346 4.64612 -0.18773
C1 -3.83288 3.67724 -0.14161
C2 -2.66538 4.14267 -0.77234
C3 -1.50866 3.40440 -0.77524
C4 -1.46042 2.15415 -0.14241
O1 -0.32930 1.47201 -0.15765
C5 -2.62863 1.69797 0.51523
C6 -2.62181 0.49653 1.24124
N1 -1.62683 -0.34854 1.33273
C7 -1.75254 -1.53233 2.11300
C8 -2.89709 -2.08375 2.62612
C9 -2.82706 -3.25585 3.40801
C10 -1.63612 -3.87620 3.65818
C11 -0.44232 -3.35694 3.10853
C12 0.83120 -3.94202 3.28737
C13 1.92441 -3.37325 2.68987
C14 1.76008 -2.23215 1.89811
N2 0.58834 -1.64883 1.71451
C15 -0.51617 -2.19029 2.32717
C16 -3.81776 2.48476 0.49994
H1 -2.69631 5.11057 -1.25808
H2 -0.60778 3.77257 -1.24590
H3 -3.52995 0.26638 1.79087
H4 -3.87244 -1.65102 2.44324
H5 -3.74300 -3.66167 3.81653
H6 -1.59438 -4.77258 4.26427
H7 0.93018 -4.83388 3.89482
H8 2.91537 -3.78995 2.80672
H9 2.61871 -1.78925 1.41221
H10 -4.71112 2.13083 1.00150
C17 1.18972 -2.73193 -1.54690
As1 -0.28586 -1.53619 -1.21111
C18 -0.66610 -0.68838 -2.89350
C19 -1.77009 -2.73902 -0.94309
S1 2.29159 0.25573 0.06118
H11 0.93741 -3.33102 -2.41964
H12 1.33382 -3.38806 -0.69105
H13 2.09911 -2.16808 -1.73273
H14 -0.68867 -1.47295 -3.64707
H15 0.10549 0.03635 -3.12145
H16 -1.63367 -0.19291 -2.84566
H17 -1.71930 -3.49667 -1.72298
H18 -2.70938 -2.19549 -1.02511
H19 -1.71338 -3.21942 0.03135
C20 4.85716 1.03033 -1.94084
O2 3.98258 2.07871 -1.43943
P1 2.47305 1.88452 -1.08533
O3 1.63521 1.75806 -2.39589
C21 1.66144 2.81805 -3.40498
O4 2.07765 3.25193 -0.46160
C22 2.70803 3.77277 0.74460
H20 5.80297 1.51474 -2.15326
H21 4.44261 0.60281 -2.85277
H22 4.98710 0.26530 -1.17866
H23 1.60004 2.32626 -4.36950
H24 2.58214 3.39216 -3.33648
H25 0.79962 3.46073 -3.24745
H26 2.35926 4.79418 0.84144
H27 3.79007 3.75340 0.63783
H28 2.38911 3.17865 1.59862

Results of the Löwdin charge analysis, in e, for atoms 1 through 5: atom 1 (Co): 0.18, atom 2 (Cl): 0.73, atom 3 (C): -0.66, atom 4 (C): -0.04, atom 5 (C): 0.02

(3)
A molecular structure, C22H28BrN3O13PPt. Source: the OMol25 dataset; level of theory: ωB97M-V/def2-TZVPD.

Summary:
Total energy (eV): -136931.356
HOMO energy (Ha): -0.2190
Charge: -1
Frontier orbital gap (eV): 7.23
LUMO (eV): 1.27

Atoms and positions in Å:
Pt1 0.18922 -0.47216 0.98261
Br1 -3.73650 5.36745 2.01362
C1 -2.38737 4.10104 2.45637
C2 -2.34969 3.57499 3.73864
C3 -1.36419 2.65424 4.05204
C4 -0.44338 2.24393 3.09336
C5 -0.50172 2.78948 1.82115
C6 -1.47066 3.72668 1.49225
C7 0.61491 1.24420 3.49481
O1 1.01443 1.25873 4.64828
O2 1.10261 0.44186 2.59453
H1 -3.07809 3.88292 4.47599
H2 -1.29760 2.23483 5.04683
H3 0.19099 2.46722 1.05797
H4 -1.51769 4.13778 0.49326
C8 -1.61070 -3.35655 -1.56345
C9 -0.68456 -2.87247 -0.45334
C10 -1.07887 -3.48423 0.88669
O3 -0.74946 -1.46621 -0.46529
H5 -1.60010 -4.44602 -1.64032
H6 -1.30828 -2.93451 -2.52346
H7 -2.63121 -3.02823 -1.35230
H8 0.34193 -3.20707 -0.69289
H9 -2.10266 -3.19987 1.14012
H10 -0.41691 -3.13625 1.68177
H11 -1.01738 -4.57486 0.84196
O4 -6.49541 -0.28422 -2.54788
N1 -5.63902 0.26722 -3.22053
O5 -5.80275 0.60648 -4.38177
C11 -4.35694 0.53609 -2.60827
C12 -4.13223 0.15227 -1.30198
C13 -2.92391 0.42338 -0.69805
C14 -1.82572 1.13017 -1.37019
O6 -0.77053 1.43653 -0.83251
C15 -2.15554 1.44521 -2.76958
C16 -3.36322 1.17514 -3.34555
N2 -1.17119 2.09512 -3.63889
O7 -0.04270 2.27443 -3.23039
O8 -1.53365 2.41135 -4.76568
N3 -2.79506 -0.08040 0.64078
O9 -3.64132 -0.83328 1.06857
O10 -1.84341 0.26908 1.37337
H12 -4.90457 -0.36502 -0.75523
H13 -3.54314 1.45504 -4.37159
C17 4.60835 1.84267 1.22471
C18 3.32160 1.24002 0.71624
O11 3.38174 -0.17975 0.94880
P1 2.19222 -1.11886 0.44723
O12 2.63702 -2.51271 1.03951
C19 4.00107 -2.98024 1.00066
C20 4.69385 -2.71497 2.31867
O13 2.47868 -1.28560 -1.11082
C21 1.78010 -0.51519 -2.13168
C22 2.29942 -0.97442 -3.47056
H14 4.60897 2.91769 1.04152
H15 5.46849 1.40275 0.71826
H16 4.70619 1.67190 2.29664
H17 3.18860 1.43301 -0.35121
H18 2.46069 1.63591 1.25300
H19 4.52290 -2.51570 0.16250
H20 3.92837 -4.05043 0.80787
H21 4.81165 -1.64703 2.48756
H22 5.67775 -3.18843 2.31613
H23 4.10811 -3.12990 3.13860
H24 1.97276 0.54710 -1.97362
H25 0.71130 -0.67996 -2.01262
H26 3.37235 -0.79877 -3.55935
H27 1.79257 -0.42166 -4.26260
H28 2.10849 -2.03892 -3.61125

Results of the Löwdin charge analysis, in e, for atoms 1 through 5: atom 1 (Pt): 1.10, atom 2 (Br): 0.69, atom 3 (C): -0.69, atom 4 (C): -0.13, atom 5 (C): -0.02

> Which value of total energy does entry 2 give?

-165540.473 eV